134
Properties=species:S:1:pos:R:3:forces:R:3:mulliken_charge:R:1 method="wB97M-V/def2-TZVPD" e_tot_ha=-4183.3904 orbital_gap_ev=8.84 relative_energy_kcal_mol=0.0 multiplicity=1 homo_energy_ha=-0.326
H -1.9963 -0.5376 -0.8153 0.069 0.322 0.190 -0.9145
O -4.9078 2.9682 1.1400 0.226 0.280 -0.050 -0.7430
H 6.6701 0.4208 -1.6983 -0.336 -0.101 0.169 0.1231
H -1.0586 4.8804 -5.1993 -0.140 0.201 0.392 0.3071
H -6.5221 -1.6828 2.1333 0.148 0.186 -0.046 0.3337
H 2.1230 -1.2180 -3.6909 -0.039 0.296 0.227 0.4322
H -5.7198 -2.9117 3.0438 0.333 -0.289 -0.205 0.3120
H -0.2634 0.4751 -2.8394 0.082 0.100 -0.217 0.1541
C 7.2800 0.2164 -0.8253 0.832 0.494 0.256 -0.7835
H -1.2112 1.5926 -1.8000 -0.019 0.072 -0.262 -0.4453
H 7.6829 -0.4659 1.9125 0.541 -0.318 -0.698 0.4518
C -4.2378 0.9716 -1.5425 -0.152 -0.487 -0.037 0.4633
H 2.9598 -1.1868 -1.6793 -0.125 0.082 0.151 -0.7809
H 8.2651 -0.0611 -1.2146 -0.056 -0.155 0.146 0.2875
C -0.1669 1.1805 0.3997 -0.403 -1.384 2.307 0.1758
H -3.4163 4.8326 -0.7235 0.045 0.229 -0.064 0.1770
H -0.5728 -3.9818 -4.6628 -0.013 0.312 0.029 0.2695
N 0.1114 -1.6083 4.2069 0.016 0.153 -0.073 0.3712
S 3.9259 -3.3437 -4.4986 -0.966 -0.451 -1.139 0.9691
H 1.6639 -0.9138 5.4874 -0.540 -0.306 0.122 0.3930
C -0.1452 -2.1643 3.0027 0.209 0.237 0.462 -0.0679
C -4.6601 -0.5807 3.9145 0.252 0.155 0.501 -0.7265
O 5.2922 -3.7554 -4.5482 0.347 0.171 0.394 -0.6436
H -2.2705 -6.7391 2.2471 0.105 0.224 0.099 0.2914
C 7.5113 -1.2466 1.1609 2.477 -0.438 -0.745 -1.2271
C -2.5157 4.7286 -0.1007 -0.138 -0.266 0.173 0.2485
H -4.7095 -1.3357 4.7066 -0.155 0.062 0.012 0.3912
H -1.7701 5.4764 2.6804 0.106 -0.278 -0.048 0.2398
C -2.0624 4.4584 -5.2696 0.860 -0.365 -1.338 -1.0459
H -1.1991 1.4890 0.5007 0.110 0.566 -0.320 -0.7513
H -3.7888 6.6721 1.7650 -0.194 0.267 -0.062 0.2557
H 3.3978 -0.4298 1.2682 0.234 0.123 -0.075 -0.2333
N -1.9191 -3.9009 0.8829 -0.118 0.191 -0.095 -0.3092
H 7.0660 -2.1014 1.6567 0.191 0.031 -0.341 0.3989
H -2.7725 7.8177 0.8398 -0.017 0.027 0.114 0.3088
H 2.5305 0.6160 2.3795 -0.001 0.210 -0.012 -0.0459
N 3.6827 -1.7687 -4.2349 1.784 -0.559 0.053 -0.5086
F 1.9013 -4.0710 -2.9723 0.039 -0.112 0.154 -0.1895
O 4.9289 -2.0974 0.5315 -0.607 -1.242 -1.630 -0.8325
H -1.4180 -1.8929 -5.7403 0.344 0.048 0.306 0.3968
H 3.9258 1.2796 1.5155 0.084 -0.079 -0.165 0.5798
C -5.5485 -2.1736 2.2555 -0.832 0.323 0.065 -0.9882
C -1.8981 -6.4728 1.2597 -0.138 -0.387 -0.179 -1.0493
O -1.8695 3.6954 -0.1073 0.198 0.084 -0.158 -0.5788
C -4.1362 2.2897 -2.1560 -0.046 0.185 0.497 -0.4448
N -4.1163 2.8292 3.2751 0.416 0.060 -0.013 0.5111
O 5.4339 -1.0088 -5.8984 0.083 0.382 0.031 -0.6381
H 5.3856 -1.5481 1.8772 -0.269 0.711 0.978 -0.0772
N -1.9475 1.9995 -4.4437 0.018 -0.575 0.204 -0.3363
C -3.4310 -1.0798 1.8788 -0.042 -0.603 0.152 -0.1639
C 4.4126 -0.0459 3.1325 0.189 -0.490 -0.509 -0.0154
F 5.5912 1.5298 -4.2190 -0.323 0.078 -0.101 -0.2324
O 1.4997 -0.7782 -3.0693 -0.405 0.601 -0.218 -0.4017
H -3.0772 -1.3814 -5.4374 0.113 -0.036 -0.104 0.3374
H -5.5212 0.0862 3.9926 -0.159 -0.169 -0.203 0.3112
C 3.2366 -4.1673 -2.9855 0.443 0.178 -0.287 0.7159
H -0.8840 -6.8496 1.1415 0.008 0.017 0.022 0.2903
N -0.0263 0.2848 -0.7513 1.243 0.369 -1.376 2.3642
H -2.1855 4.3332 -6.3535 -0.294 0.235 0.129 0.3366
C -1.9221 -5.0366 1.0337 0.011 -0.139 0.208 0.4515
H 0.0243 0.5905 1.3086 -0.214 -0.261 -0.239 -0.2124
H -1.9516 -1.0664 -4.1970 0.580 -0.264 0.057 -0.0590
F 3.5056 1.1872 -4.7759 0.229 -0.016 -0.033 -0.2364
H -2.8237 5.1304 -4.8996 -0.110 -0.197 0.377 0.3080
H 5.8892 -1.5373 3.5513 0.226 0.276 0.312 0.3481
H -1.8851 -5.1465 -4.4666 -0.026 0.012 0.109 0.4387
H -0.4165 -2.0604 6.1851 0.309 0.035 -0.237 0.3817
H -0.7752 -1.4808 0.0600 -0.003 -0.234 -0.172 -0.1277
C -3.2578 6.8423 0.8246 0.354 -0.065 0.247 -0.8507
C -0.2472 1.1231 -1.9801 -0.487 0.035 0.465 -0.5977
H -1.3477 -4.1997 -3.0808 0.113 0.009 -0.051 0.1612
H -5.3022 -2.5966 1.2859 0.099 -0.326 0.136 0.3151
H 8.5075 -1.5455 0.8107 -0.033 -0.047 -0.187 0.3945
H -3.9527 6.8340 -0.0095 -0.066 -0.176 -0.011 0.3245
H -0.8014 -1.3630 -1.7645 0.341 -0.207 0.131 0.0667
H -2.3551 3.5329 4.1963 0.117 -0.119 -0.085 0.2128
H -2.5454 -6.9802 0.5437 0.086 0.101 -0.107 0.3295
H -3.7778 0.0259 4.0935 0.110 -0.051 -0.085 -0.0625
H 5.0934 -0.9008 -1.1347 -0.180 -0.269 0.079 -0.3703
O 6.1195 -1.2017 -3.5388 0.277 -0.006 0.471 -0.5272
N -4.5324 -1.2319 2.6420 0.060 0.126 -0.212 0.3386
C 1.4096 -1.0227 4.4287 0.855 0.016 0.840 -1.0990
C 3.5164 0.3819 1.9831 -0.375 0.006 0.420 0.0870
S 5.0937 -0.9891 -4.5103 -1.020 0.139 -0.281 0.8827
C -2.9545 2.6154 4.1277 -0.265 0.665 0.219 -0.8648
C -2.0171 3.0933 -4.7659 -0.246 0.727 0.095 0.4938
H -3.1431 2.6754 -1.9255 -0.038 0.116 -0.039 -0.3440
O 3.0696 -3.7961 -5.5578 -0.272 -0.020 0.390 -0.7223
N -4.3098 -0.0685 -1.0524 0.045 0.458 -0.159 -0.5305
O 0.6975 -2.2253 2.1281 -0.133 0.040 -0.584 -0.6310
C 5.5077 -1.3251 -0.2069 0.855 0.929 -0.649 0.8867
H -3.0991 2.1657 1.6255 0.017 0.035 -0.035 0.0258
C -2.1801 -1.8019 -4.9710 -1.410 0.485 0.027 -0.7810
C 1.3798 -0.2705 -0.6775 -0.006 0.766 0.193 -0.2568
H 2.0189 0.6132 -0.6230 -0.016 0.020 0.035 0.3214
O -3.7681 -3.5058 -4.5102 -0.379 0.076 0.526 -0.5897
H -1.1290 -0.6046 5.6117 -0.181 0.088 -0.444 0.3165
F 4.1852 0.7486 -2.7639 -0.013 0.158 -0.202 -0.1452
C -0.9572 -0.8585 -0.8149 -0.680 -0.193 0.557 0.5439
H -1.7001 -2.2348 5.0877 -0.113 0.336 -0.514 0.3355
H -3.3314 2.4459 5.1376 0.137 -0.310 -0.009 0.3563
C -1.2776 5.6812 1.7215 0.614 0.746 0.840 -0.8637
C -5.1734 3.6399 3.8277 -0.685 -0.129 0.058 -1.1502
O 4.1925 0.2948 4.2720 -0.141 0.126 0.203 -0.6616
H -4.8791 4.6870 3.9514 0.014 0.003 -0.082 0.2998
H -1.1711 -2.5396 2.9078 0.035 -0.152 -0.103 0.2740
H 1.5387 -0.0028 4.0695 -0.196 -0.144 -0.508 0.2722
H -3.4219 -1.7861 1.0402 0.022 0.252 -0.212 0.2404
C -2.6154 -3.1588 -4.4536 0.978 -0.271 -1.354 0.8671
C -4.0258 2.6713 1.9279 -0.342 -0.528 0.210 0.5509
O -2.4952 -0.3414 2.1320 0.207 0.470 0.058 -0.1651
N 6.7384 -0.7974 0.0367 -1.198 -0.904 -0.022 0.3529
H -6.0458 3.5680 3.1819 0.134 0.228 -0.204 0.3456
H -2.3315 1.7869 3.8015 -0.106 -0.067 -0.169 0.1857
H 2.1837 -1.6858 4.0491 -0.015 0.230 -0.419 0.3474
C 4.5310 0.7258 -4.0721 0.086 -0.307 0.263 0.6236
H 0.5116 1.8963 -2.0573 0.161 -0.128 0.012 0.5151
H -5.5160 3.2709 4.7977 0.368 -0.115 0.052 0.3415
H 1.4077 -0.8012 0.2744 0.184 -0.073 -0.032 -0.3258
H 6.4017 -0.1971 2.4913 -1.111 0.021 0.639 0.0116
H -0.4946 4.9614 1.5133 -0.382 -0.424 -0.198 0.2154
C 1.8650 -1.1620 -1.7729 0.395 -1.475 -0.610 0.5729
H -4.2766 2.2736 -3.2300 -0.052 -0.264 -0.047 0.4740
C 5.5917 -0.8935 2.7234 -1.161 0.956 2.058 -0.1426
F 3.7320 -3.6382 -1.8703 -0.119 0.077 0.106 -0.1968
H 0.6111 1.9317 0.4886 -0.285 0.432 -0.922 0.4782
N -2.2568 5.7997 0.6806 -0.232 -0.262 -0.668 0.1107
C -1.5203 -4.1651 -4.1619 -0.237 -0.323 0.500 -1.0237
H -4.8793 2.9351 -1.6851 0.028 -0.013 0.004 0.3422
H 1.5671 -2.2105 -1.6564 -0.238 0.223 0.582 0.3481
C -0.8313 -1.6020 5.2735 -0.322 -0.432 1.440 -1.0241
F 3.5879 -5.4509 -3.0195 -0.262 -0.031 -0.034 -0.2486
H -0.7270 6.6161 1.8778 -0.322 0.148 -0.227 0.3715
H 7.4112 1.1141 -0.2105 0.009 0.197 -0.340 0.3258